1.
This record from the OMol25 dataset describes a cluster of 2 separate species, C2H2N2O4 in total. The level of theory is wB97M-V/def2-TZVPD.

Cartesian coordinates (Å):
C (-1.3600, -0.2716, -0.0940)
C (-0.0964, 0.2358, -0.2503)
N (1.2921, -1.2682, 0.8726)
N (0.7971, 1.3228, -0.0203)
O (1.3195, -2.1938, 0.1668)
O (1.5037, 1.8447, -0.8704)
O (0.7133, 1.7309, 1.1526)
O (-0.5234, -0.5540, -1.2480)
H (-1.3670, -1.1666, 0.5291)
H (-2.2788, 0.3198, -0.2382)

- HOMO (spin up / spin down): -8.964 / -9.461 eV
- Charge: 0
- Multiplicity: 1
- HOMO-LUMO gap (spin up / spin down): 8.2 / 8.2 eV

***

2.
This record from the OMol25 dataset describes an isolated molecule of C2H2N2O4. The level of theory is wB97M-V/def2-TZVPD.

Cartesian coordinates (Å):
O (-2.2015, -1.2921, -0.2239)
C (-1.3659, -0.3541, 0.0600)
N (-1.4758, 0.9787, -0.1716)
O (-0.1124, 1.5659, -0.0125)
C (0.6842, 0.4080, 0.1549)
N (1.8852, 0.3842, -0.2905)
O (2.6184, -0.7120, -0.0098)
O (-0.0258, -0.7663, 0.2849)
H (-2.0931, 1.3597, 0.5341)
H (2.0867, -1.5720, -0.3255)

- HOMO: -10.081 eV
- Charge: 0
- Multiplicity: 1
- Structure (SMILES): O=c1[nH]o/c(=N/O)o1
- HOMO-LUMO gap: 10.2 eV

***

Consider the structures shown above. The most stable of them is 2.